A molecular structure, C25H35N2SV in a non-equilibrium geometry. Source: the OMol25 dataset; level of theory: ωB97M-V/def2-TZVPD.

ORCA input file:
```
! RIJCOSX wB97M-V def2-TZVPD def2/J DEFGRID3
* xyz 1 2
C -2.0747 0.9142 0.3091
C -1.7725 0.6887 -1.0766
C -0.7525 1.6244 -1.4702
C -0.4248 2.4204 -0.3250
C -1.2177 1.9687 0.7810
V -0.1056 0.4036 0.0664
C 3.8243 0.5778 0.1155
C 2.7285 0.3176 0.9703
H 2.5868 -0.6808 1.4751
C 1.7529 1.3165 1.3765
H 2.1408 2.3299 1.1807
H 1.3160 1.2655 2.4102
C 4.4125 -0.7203 -0.5377
H 3.9522 -1.7319 -0.3831
H 4.6185 -0.7247 -1.6386
H 5.3903 -0.7775 -0.0535
C 3.4032 1.5385 -1.0684
H 2.3276 1.7906 -1.3320
H 3.8331 2.5011 -0.7442
H 3.8325 1.3048 -2.0691
C -2.5255 -0.2513 -1.9345
H -2.6227 -1.2315 -1.4496
H -3.5249 0.1357 -2.1612
H -2.0180 -0.3963 -2.8898
C -0.2520 1.8342 -2.8550
H -0.1948 0.8794 -3.3822
H -0.9288 2.4975 -3.4152
H 0.7481 2.2827 -2.8643
C 0.4011 3.6626 -0.3225
H 0.9825 3.7582 -1.2448
H -0.2372 4.5547 -0.2304
H 1.0915 3.6849 0.5238
C -1.2841 2.5769 2.1351
H -0.3412 3.0641 2.4022
H -2.0798 3.3350 2.1657
H -1.5134 1.8266 2.9011
C -3.2301 0.3327 1.0341
H -3.0673 0.3210 2.1160
H -4.1262 0.9410 0.8324
H -3.4459 -0.6869 0.6966
C -0.1140 -1.3654 -2.3279
C 1.3276 -1.2714 -2.3273
C -0.5393 -2.1760 -3.3759
C 1.9949 -0.9705 -3.4708
H 2.1943 -0.9799 -1.7277
C 0.2120 -2.0506 -4.6128
H -1.3117 -2.9216 -3.2970
C 1.4187 -1.3561 -4.6763
H 2.9848 -0.5642 -3.4256
H -0.1770 -2.5297 -5.5742
H 1.9837 -1.1420 -5.6225
C -2.4817 -2.1562 3.9257
N -2.1589 -2.8755 2.7041
C -2.6814 -4.0821 2.3222
C -2.1069 -4.4127 1.1179
N -1.2614 -3.3904 0.7938
C -1.2828 -2.4236 1.7620
S -0.2592 -1.0797 1.9563
H -1.5676 -1.8843 4.4709
H -3.0383 -1.2318 3.7124
H -3.1021 -2.8053 4.5483
H -3.3899 -4.6029 2.9434
H -2.2246 -5.2837 0.5043
H -0.6756 -3.3088 -0.0252
*
```

Summary:
Strongest force on any atom: 8.2 eV/Å
Energy: -65981.9988 eV
LUMO level (spin up / spin down): -4.0958 / -4.0655 eV

***

A single C25H35N7O3 molecule in a non-equilibrium geometry. Source: the OMol25 dataset; level of theory: ωB97M-V/def2-TZVPD.

ORCA input file:
```
! RIJCOSX wB97M-V def2-TZVPD def2/J DEFGRID3
* xyz 0 1
C 5.0453 5.5544 -0.1659
O 4.4196 4.5569 -0.9396
C 3.1835 4.1328 -0.5878
C 2.4347 4.6513 0.4776
C 1.1839 4.1487 0.7484
C 0.6355 3.1130 -0.0132
C -0.6375 2.5278 0.2486
C -1.1166 1.4893 -0.4735
C -2.4304 0.8332 -0.1685
N -2.2295 -0.5036 0.3827
C -1.4972 -0.4923 1.6381
C -0.6842 -1.7726 1.8317
C 0.3942 -1.5516 2.8946
N 1.2965 -0.4797 2.5076
C 1.9014 0.2081 3.6334
C 2.6997 1.4019 3.1074
O 3.7092 0.9915 2.2167
C 3.1482 0.2874 1.1334
C 2.3405 -0.9226 1.6009
C -3.4913 -1.2122 0.5134
C -4.1473 -1.4490 -0.7951
N -5.3770 -1.1137 -1.1210
N -5.5681 -1.5586 -2.3555
N -4.5328 -2.1417 -2.7990
N -3.6002 -2.0977 -1.8502
C -2.2865 -2.6772 -1.9553
C -1.8440 -2.7823 -3.4239
C -1.3321 -4.2120 -3.5911
C -2.2221 -5.0091 -2.6433
C -2.2774 -4.1188 -1.4036
C -0.3377 0.9324 -1.5750
O -0.6709 -0.0040 -2.2789
N 0.8711 1.5582 -1.8054
C 1.3960 2.5912 -1.0801
C 2.6533 3.1094 -1.3640
H 4.4858 6.4946 -0.1933
H 5.1743 5.2328 0.8718
H 6.0231 5.7057 -0.6201
H 2.8292 5.4432 1.0928
H 0.6100 4.5530 1.5693
H -1.2216 2.9350 1.0636
H -3.0187 1.4710 0.5139
H -2.9891 0.7175 -1.1018
H -2.1690 -0.3342 2.4985
H -0.7811 0.3299 1.6111
H -0.2262 -2.0321 0.8772
H -1.3178 -2.6052 2.1411
H -0.0954 -1.2601 3.8276
H 0.9372 -2.4934 3.0796
H 2.5776 -0.4535 4.2042
H 1.1130 0.5653 4.2992
H 2.0147 2.0960 2.5963
H 3.2037 1.9203 3.9250
H 2.4892 0.9568 0.5627
H 3.9848 -0.0241 0.5057
H 3.0175 -1.6452 2.0930
H 1.8843 -1.4026 0.7343
H -4.2122 -0.6685 1.1493
H -3.2834 -2.1813 0.9777
H -1.6256 -2.0205 -1.3848
H -1.0966 -2.0273 -3.6533
H -2.7115 -2.6227 -4.0638
H -1.4009 -4.5559 -4.6214
H -0.2912 -4.2841 -3.2705
H -1.8336 -6.0029 -2.4248
H -3.2194 -5.1095 -3.0735
H -1.3859 -4.2687 -0.7934
H -3.1519 -4.3214 -0.7845
H 1.4156 1.1866 -2.5752
H 3.2417 2.7169 -2.1783
*
```

Summary:
Strongest force on any atom: 1.7 eV/Å
SMILES: COc1ccc2cc(CN(CCCN3CCOCC3)Cc3nnnn3C3CCCC3)c(=O)[nH]c2c1
Energy: -43065.6807 eV
LUMO level: 0.1345 eV